Here is a structure of composition C54H66BN6O6PSSn from OMol25. Energies are from ωB97M-V/def2-TZVPD.

The geometry in XYZ format:
```
136
Properties=species:S:1:pos:R:3:mulliken_charge:R:1
Sn 0.323 -0.239 -0.155 2.573
C -3.254 0.800 7.022 -2.173
C -2.230 -0.309 6.767 2.225
C -2.950 -1.663 6.862 -1.638
C -1.145 -0.216 7.849 -1.644
C -1.587 -0.203 5.389 0.252
C -0.628 -1.135 4.994 -1.027
C -0.121 -1.070 3.709 -1.027
N -0.486 -0.159 2.820 0.779
C -1.361 0.772 3.183 -0.397
C -1.926 0.770 4.467 -0.328
C -1.733 1.796 2.183 -0.293
C -2.502 2.907 2.554 -0.564
C -2.895 3.849 1.621 0.534
C -2.465 3.655 0.312 -0.934
C -1.669 2.562 0.025 -1.329
N -1.324 1.649 0.916 1.028
C -3.712 5.083 1.982 2.257
C -2.822 6.320 1.783 -1.621
C -4.189 5.075 3.437 -2.159
C -4.948 5.178 1.078 -1.726
H -3.695 0.673 8.013 0.444
H -4.058 0.767 6.286 0.405
H -2.783 1.784 6.983 0.398
H -3.386 -1.800 7.856 0.433
H -2.263 -2.486 6.668 0.327
H -3.746 -1.714 6.118 0.383
H -1.590 -0.285 8.846 0.456
H -0.616 0.735 7.771 0.369
H -0.411 -1.016 7.745 0.307
H -0.290 -1.918 5.660 0.501
H 0.589 -1.807 3.345 0.328
H -2.653 1.526 4.719 0.456
H -2.781 3.028 3.589 0.360
H -2.727 4.346 -0.479 0.498
H -1.263 2.405 -0.969 0.191
H -1.959 6.266 2.448 0.357
H -3.377 7.236 2.005 0.434
H -2.451 6.378 0.760 0.329
H -3.344 5.057 4.128 0.383
H -4.828 4.214 3.640 0.409
H -4.764 5.982 3.634 0.450
H -4.671 5.258 0.028 0.314
H -5.541 6.057 1.344 0.456
H -5.570 4.289 1.194 0.386
O -4.014 -1.692 0.445 -0.814
C -2.873 -1.400 0.178 0.797
N -1.759 -1.119 -0.096 -0.744
C -1.252 -5.876 0.865 -1.991
C 0.042 -5.178 1.274 1.975
C 0.420 -5.634 2.689 -2.164
O -0.167 -3.765 1.320 -0.934
B 0.886 -3.068 0.729 -0.148
O 1.808 -4.028 0.253 -0.525
C 1.211 -5.330 0.253 1.684
C 0.719 -5.589 -1.176 -1.999
C 2.256 -6.378 0.619 -2.149
H -1.981 -5.778 1.670 0.485
H -1.073 -6.937 0.673 0.336
H -1.674 -5.405 -0.021 0.330
H -0.400 -5.375 3.361 0.524
H 1.312 -5.106 3.031 0.310
H 0.590 -6.713 2.733 0.330
H 0.004 -4.818 -1.462 0.280
H 0.266 -6.577 -1.284 0.339
H 1.574 -5.514 -1.850 0.487
H 2.757 -6.129 1.554 0.368
H 3.010 -6.413 -0.170 0.456
H 1.795 -7.366 0.707 0.338
N -0.097 0.031 -2.402 -0.260
P 0.023 0.244 -3.897 1.056
C -1.125 -0.865 -4.847 -0.170
C -1.337 -0.823 -6.221 -0.068
C -2.189 -1.736 -6.825 -0.711
C -2.838 -2.695 -6.057 -0.412
C -2.648 -2.727 -4.682 -0.690
C -1.795 -1.812 -4.079 -0.614
C -0.478 1.898 -4.581 0.747
C -1.329 2.635 -3.766 -0.790
C -1.723 3.916 -4.120 -0.445
C -1.268 4.477 -5.305 -0.608
C -0.433 3.743 -6.134 -0.816
C -0.038 2.461 -5.775 -0.297
C 1.583 -0.012 -4.855 0.475
C 2.559 0.985 -4.792 -0.330
C 3.789 0.798 -5.398 -0.815
C 4.073 -0.395 -6.055 -0.517
C 3.124 -1.404 -6.087 -0.673
C 1.886 -1.214 -5.483 -0.779
H -0.825 -0.077 -6.820 0.271
H -2.345 -1.708 -7.899 0.380
H -3.500 -3.409 -6.534 0.344
H -3.161 -3.469 -4.082 0.446
H -1.618 -1.797 -3.007 0.463
H -1.656 2.174 -2.841 0.312
H -2.370 4.491 -3.467 0.388
H -1.553 5.488 -5.575 0.365
H -0.073 4.180 -7.059 0.359
H 0.627 1.908 -6.427 0.334
H 2.339 1.893 -4.242 0.536
H 4.544 1.575 -5.351 0.399
H 5.040 -0.542 -6.525 0.333
H 3.349 -2.344 -6.579 0.353
H 1.146 -2.007 -5.508 0.420
S 3.614 -0.158 4.016 -0.269
C 4.138 -1.684 3.392 -0.432
C 3.751 -1.808 2.096 -0.601
N 3.058 -0.743 1.592 0.351
C 2.906 0.195 2.460 0.032
H 4.685 -2.372 4.016 0.445
H 3.927 -2.665 1.463 0.293
H 2.362 1.119 2.288 0.040
C 5.337 -1.397 -1.652 -0.656
C 4.551 -2.693 -1.946 -0.676
C 3.091 -2.215 -2.093 0.753
O 3.157 -0.813 -2.271 0.227
C 4.227 -0.347 -1.482 0.327
H 5.981 -1.142 -2.496 0.222
H 5.950 -1.479 -0.752 0.362
H 4.632 -3.420 -1.136 0.261
H 4.904 -3.160 -2.867 0.366
H 2.512 -2.460 -1.200 -0.877
H 2.592 -2.628 -2.970 0.246
H 3.926 -0.280 -0.435 -0.566
H 4.494 0.645 -1.851 0.442
O 1.317 2.975 1.946 -0.730
C 1.682 3.392 0.844 -0.004
C 2.370 4.776 0.708 -0.628
C 2.725 4.832 -0.763 -0.470
C 2.084 3.534 -1.331 -0.263
O 2.099 3.306 -2.533 -0.634
N 1.565 2.772 -0.342 0.790
H 3.230 4.809 1.379 0.238
H 1.667 5.551 1.018 0.180
H 3.800 4.790 -0.950 0.241
H 2.320 5.693 -1.297 0.271
```

Calculated values
* ΔE to the lowest compared entry with this formula, charge and spin: 2.8333 eV
* HOMO: -0.0088 Ha
* net charge: -2
* electronic energy: -104930.61311 eV
* multiplicity: 1